[1]
The following is a quantum chemistry calculation of a 2-piece molecular cluster, C4H10N overall in a non-equilibrium geometry, from the OMol25 dataset.

Each line ends with the natural charge from an NBO analysis.
CARTESIAN COORDINATES (ANGSTROEM)
C1 0.18327 1.33198 0.46592  -0.38
C2 0.42503 1.26767 -1.01801  -0.44
C3 0.75835 -0.16770 -1.47418  -0.61
C4 -1.25587 -2.05653 1.63583  -0.13
N1 -0.69187 -1.05991 1.10807  -0.01
H1 -0.32922 2.24810 0.80921  0.25
H2 0.95741 0.97785 1.18105  0.24
H3 -0.63571 0.38783 0.55872  0.27
H4 1.22665 1.99060 -1.22438  0.27
H5 -0.41541 1.67227 -1.60822  0.24
H6 0.05992 -0.89494 -1.05308  0.20
H7 1.69711 -0.57951 -1.06385  0.22
H8 -0.60329 -2.92703 1.92145  0.35
H9 -2.10707 -1.95235 2.32619  0.30
H10 0.73069 -0.23832 -2.56474  0.24

Properties
E_LUMO, eV: -8.81
Total charge: +1
Maximum force, eV/Å: 4.68
2S+1: 1
Relative energy (zero: lowest compared OMol25 entry of this formula, charge and spin), eV: 6.8768
Orbital gap, eV: 6.21
HOMO energy, eV: -15.03



[2]
The following is a quantum chemistry calculation of a 13-piece molecular cluster, C4H37N2O12 overall in a non-equilibrium geometry, from the OMol25 dataset.

Each line ends with the natural charge from an NBO analysis.
CARTESIAN COORDINATES (ANGSTROEM)
C1 1.08635 -1.46050 2.25470  -0.69
C2 0.38317 -1.24626 0.95590  -0.03
C3 -0.43758 -2.47391 0.50578  -0.45
C4 -1.93956 -2.27621 0.52546  -0.23
N1 -2.63168 -1.10371 -0.05832  -0.84
N2 1.27335 -0.63810 -0.13392  -0.74
H1 2.07245 -1.04441 2.49940  0.25
H2 0.39031 -1.24983 3.13313  0.27
H3 1.20164 -2.53209 2.51757  0.22
H4 -0.38887 -0.47173 1.05700  0.19
H5 -0.17632 -3.40333 1.01506  0.23
H6 -0.05129 -2.63072 -0.50688  0.23
H7 -2.56780 -3.08625 0.12576  0.22
H8 -2.18283 -2.21417 1.57422  0.18
H9 -2.48739 -0.20117 0.40007  0.34
H10 -2.31092 -0.75467 -0.96799  0.35
H11 2.29722 -0.55030 0.06609  0.48
H12 1.30882 -1.11441 -1.05507  0.45
H13 0.87170 0.27358 -0.38356  0.46
H14 1.11901 -1.83677 -2.98727  0.49
H15 1.30659 -3.39895 -3.02537  0.50
O1 1.26063 -2.62943 -2.45885  -0.97
H16 -0.62364 0.22368 4.79948  0.50
H17 -0.69308 1.07118 3.43436  0.50
O2 -0.70159 0.18931 3.83699  -0.98
H18 -1.05210 1.50397 -0.45425  0.48
H19 -0.12168 2.27678 -1.25805  0.51
O3 -0.40325 1.33092 -1.15822  -1.00
H20 -3.60858 2.58521 1.50851  0.49
H21 -3.24606 1.12514 1.72340  0.51
O4 -3.08140 1.87039 1.10350  -1.01
H22 3.91950 -3.65146 -0.01345  0.48
H23 4.66464 -2.34972 0.25475  0.48
O5 3.79442 -2.69714 0.05088  -0.95
H24 1.66398 0.54933 -2.87556  0.49
H25 2.89380 1.46547 -2.57926  0.47
O6 2.57355 0.56681 -2.53152  -0.98
H26 0.94129 4.17088 -2.31891  0.49
H27 -0.15113 4.33763 -1.26773  0.49
O7 0.65107 3.83145 -1.44886  -0.94
H28 -1.23363 2.56097 1.55700  0.49
H29 -0.16913 3.36810 2.21685  0.48
O8 -0.27630 2.54441 1.72947  -0.98
H30 4.17080 1.01798 0.83350  0.48
H31 2.85827 1.19534 1.52394  0.48
O9 3.48815 0.50054 1.27662  -0.94
H32 -2.64508 -0.33549 3.30481  0.52
H33 -4.08866 -0.66542 2.42645  0.51
O10 -3.52615 -0.11848 2.99692  -1.01
H34 -2.42708 1.17673 -4.16710  0.49
H35 -2.03070 1.49337 -2.72669  0.49
O11 -1.90192 1.78932 -3.63704  -0.95
H36 0.89900 1.24831 -4.87649  0.47
H37 -0.31403 1.23495 -3.97493  0.50
O12 0.37973 0.63287 -4.34228  -0.99

Properties
E_LUMO, eV: -2.60
Total charge: +1
Maximum force, eV/Å: 3.61
2S+1: 1
Relative energy (zero: lowest compared OMol25 entry of this formula, charge and spin), eV: 1.7864
Orbital gap, eV: 9.57
HOMO energy, eV: -12.17



[3]
The following is a quantum chemistry calculation of one molecule with the formula C6H9NO2 in a non-equilibrium geometry, from the OMol25 dataset.

Each line ends with the natural charge from an NBO analysis.
CARTESIAN COORDINATES (ANGSTROEM)
C1 -0.90707 1.73131 -0.88408  0.42
C2 0.43594 0.75828 1.97981  0.53
C3 0.37399 -0.40344 -1.61421  -0.42
C4 -0.54173 -0.84179 -0.59959  -0.22
C5 -0.04038 0.54912 -0.57231  0.01
C6 0.08640 -1.81396 0.39299  -0.61
N1 0.92215 0.96170 0.71030  -0.63
O1 -0.71594 2.88743 -0.58402  -0.52
O2 -0.51382 0.10368 2.31839  -0.60
H1 -1.85463 1.60574 -1.31337  0.13
H2 1.01430 1.21880 2.85594  0.12
H3 1.29536 -0.88148 -1.65916  0.24
H4 0.12808 -0.34299 -2.73989  0.23
H5 -1.60339 -1.06185 -0.75230  0.23
H6 -0.47359 -1.77425 1.41016  0.25
H7 1.08882 -1.66801 0.60376  0.21
H8 -0.07529 -2.83716 -0.01996  0.21
H9 1.38080 1.80886 0.46753  0.41

Properties
E_LUMO, eV: 0.79
Total charge: 0
Maximum force, eV/Å: 4.67
2S+1: 1
SMILES: C[C@@H]1C[C@]1(C=O)NC=O
Relative energy (zero: lowest compared OMol25 entry of this formula, charge and spin), eV: 2.7620
Orbital gap, eV: 10.73
HOMO energy, eV: -9.94



[4]
The following is a quantum chemistry calculation of a 3-piece molecular cluster, C18H38N2O9 overall, from the OMol25 dataset.

Each line ends with the natural charge from an NBO analysis.
CARTESIAN COORDINATES (ANGSTROEM)
C1 1.89760 -0.12211 2.82013  -0.74
C2 0.42209 -0.31577 2.71067  0.80
O1 -0.30237 -0.74314 3.57495  -0.59
O2 -0.05373 -0.00191 1.47265  -0.55
C3 -1.44949 -0.18376 1.31040  0.83
O3 -1.81808 -1.01002 0.53983  -0.51
C4 -2.29781 0.78869 2.07966  -0.57
C5 -3.44122 0.16483 2.89889  -0.07
O4 -4.10457 -0.89837 2.22192  -0.52
C6 -3.73870 -2.15691 2.54232  0.65
O5 -3.37559 -2.51889 3.62672  -0.57
H1 2.21355 0.79662 2.32523  0.23
H2 2.38770 -0.97381 2.33919  0.29
H3 2.17645 -0.08826 3.87123  0.24
H4 -2.66109 1.56877 1.40844  0.27
H5 -1.64760 1.28872 2.80080  0.24
H6 -4.19373 0.93897 3.06313  0.20
H7 -3.07269 -0.14128 3.87696  0.22
H8 -3.84694 -2.83800 1.68965  0.13
C7 -2.66829 7.28677 -3.18848  -0.24
O6 -2.15860 6.04248 -3.62183  -0.55
C8 -0.74116 5.93897 -3.59822  -0.07
C9 -0.27666 4.97615 -2.52709  -0.24
N1 -0.51065 5.51258 -1.19370  -0.62
C10 -0.29920 4.56795 -0.10408  -0.25
C11 -1.16178 3.31194 -0.04859  -0.09
O7 -2.52851 3.54450 0.25071  -0.56
C12 -3.33388 3.91130 -0.85724  -0.25
H9 -3.73099 7.30052 -3.42402  0.19
H10 -2.54991 7.43225 -2.10881  0.16
H11 -2.18393 8.11811 -3.70920  0.17
H12 -0.28285 6.92268 -3.46032  0.18
H13 -0.42663 5.55170 -4.57113  0.19
H14 0.79589 4.79926 -2.65247  0.19
H15 -0.79462 4.02239 -2.69713  0.17
H16 -1.45446 5.87184 -1.14001  0.35
H17 -0.45352 5.11137 0.83146  0.20
H18 0.75058 4.25659 -0.11802  0.19
H19 -0.77854 2.70322 0.77449  0.19
H20 -1.07041 2.69967 -0.95408  0.17
H21 -3.00037 3.42545 -1.77716  0.18
H22 -3.35129 4.99392 -1.00607  0.16
H23 -4.35285 3.59147 -0.64024  0.19
C13 0.34894 -6.12184 -1.35652  -0.24
O8 1.47173 -6.64062 -0.67224  -0.55
C14 2.67188 -6.67177 -1.43196  -0.07
C15 3.67869 -5.66932 -0.91034  -0.24
N2 3.25044 -4.30331 -1.17502  -0.62
C16 4.03803 -3.27001 -0.51526  -0.25
C17 4.08275 -3.25083 1.00890  -0.08
O9 2.85394 -2.90741 1.62374  -0.56
C18 1.92318 -3.96679 1.78412  -0.25
H24 -0.52534 -6.32008 -0.73927  0.20
H25 0.42157 -5.04054 -1.51720  0.16
H26 0.21255 -6.61239 -2.32489  0.17
H27 2.46552 -6.49772 -2.49214  0.18
H28 3.09656 -7.67422 -1.32921  0.18
H29 4.63880 -5.84022 -1.40698  0.19
H30 3.81567 -5.87112 0.16093  0.17
H31 2.28108 -4.19973 -0.90522  0.35
H32 3.64478 -2.30419 -0.84251  0.20
H33 5.06731 -3.33209 -0.88426  0.19
H34 4.78786 -2.46783 1.30110  0.19
H35 4.46390 -4.18823 1.43052  0.17
H36 2.42702 -4.91950 1.96240  0.17
H37 1.26366 -4.06209 0.91814  0.17
H38 1.30354 -3.72847 2.64887  0.20

Properties
E_LUMO, eV: 0.67
Total charge: 0
Maximum force, eV/Å: 0.67
2S+1: 1
SMILES: CC(=O)OC(=O)CCOC=O.COCCNCCOC.COCCNCCOC
Relative energy (zero: lowest compared OMol25 entry of this formula, charge and spin), eV: 1.1002
Orbital gap, eV: 9.45
HOMO energy, eV: -8.78



[5]
The following is a quantum chemistry calculation of a 8-piece molecular cluster, C47H49BBrCl2F7N2O25 overall in a non-equilibrium geometry, from the OMol25 dataset.

Each line ends with the Mulliken charge.
CARTESIAN COORDINATES (ANGSTROEM)
C1 1.94406 1.05212 4.82470  -1.14
B1 1.32167 1.40014 3.39432  0.74
O1 0.93499 2.67583 3.06734  -0.51
C2 1.13494 0.17528 2.38297  -0.42
C3 2.12187 -0.17136 1.45214  0.75
C4 3.41892 0.61517 1.34035  -0.40
C5 4.65795 -0.07797 2.04097  -1.33
C6 4.35455 -1.46662 2.65886  0.54
C7 5.71004 -2.04351 3.24816  -0.89
N1 5.77354 -3.49352 2.98053  -0.70
C8 1.91770 -1.24684 0.57420  1.32
C9 2.94873 -1.63372 -0.49523  -1.80
C10 2.95481 -0.55827 -1.62690  0.81
C11 2.10598 -0.94695 -2.86191  -1.23
Br1 4.83282 -0.27706 -2.21153  -0.17
C12 0.74890 -2.00955 0.60043  -1.09
C13 -0.21794 -1.65309 1.52121  0.33
C14 -0.02622 -0.58284 2.39101  0.82
C15 -1.19091 -0.29168 3.31202  -0.32
O2 -1.07445 -0.01630 4.48556  -0.64
C16 -2.55231 -0.41838 2.63454  -0.57
C17 -2.74816 -1.49684 1.77174  0.76
C18 -3.93390 -1.71814 1.11267  -1.55
C19 -4.96840 -0.80740 1.32226  0.12
N2 -6.25829 -0.89463 0.68067  -0.63
C20 -6.26893 -1.61972 -0.31164  1.00
O3 -6.21328 -2.55578 -1.04064  -0.46
C21 -4.78811 0.27202 2.17011  -0.04
C22 -3.58638 0.48737 2.83739  0.45
C23 -3.40605 1.70280 3.73062  0.19
Cl1 -4.92604 1.94444 4.69516  -0.22
C24 -3.15345 3.00658 2.82794  0.68
C25 -2.57295 2.66785 1.44246  -1.38
Cl2 -4.70721 3.89719 2.48305  -0.21
C26 -1.53997 -2.40814 1.57421  -0.65
O4 -1.60978 -3.61087 1.49145  -0.57
H1 2.98886 1.38282 4.94384  0.36
H2 1.89863 -0.03125 5.01699  0.28
H3 1.30574 1.50855 5.60337  0.26
H4 1.47607 3.26800 3.60813  0.27
H5 3.70525 0.78689 0.29392  -0.55
H6 3.32943 1.62585 1.77330  0.58
H7 5.01990 0.59433 2.83551  0.26
H8 5.47439 -0.17763 1.30655  0.53
H9 3.61831 -1.34990 3.46662  -0.06
H10 4.02748 -2.20340 1.91672  0.08
H11 6.53886 -1.55005 2.72679  0.47
H12 5.69521 -1.87304 4.33175  0.39
H13 5.82117 -3.61016 1.97047  0.30
H14 4.88697 -3.91812 3.24195  0.26
H15 3.94647 -1.78789 -0.06930  0.35
H16 2.61560 -2.56782 -0.97307  0.66
H17 2.57381 0.39141 -1.24692  0.02
H18 1.52604 -0.05200 -3.14639  0.21
H19 1.37009 -1.73793 -2.66330  0.33
H20 2.72680 -1.18719 -3.73307  0.36
H21 0.56843 -2.85377 -0.06389  0.59
H22 -4.01080 -2.57998 0.44967  0.51
H23 -5.60126 0.98717 2.29352  0.47
H24 -2.58537 1.62944 4.44429  0.67
H25 -2.50864 3.72084 3.34213  0.21
H26 -1.73510 1.95535 1.49505  -0.09
H27 -3.35279 2.25999 0.78393  0.34
H28 -2.21279 3.58174 0.94981  0.55
C27 -3.25723 4.05562 6.98235  -0.47
C28 -3.31108 5.46601 7.50560  0.31
O5 -2.35564 6.13367 6.70161  -0.35
C29 -2.33221 5.47313 5.50841  0.54
O6 -1.85150 5.90121 4.51393  -0.49
O7 -2.93698 4.25972 5.60399  -0.11
F1 -2.91647 5.52948 8.80120  -0.30
H29 -2.47024 3.46508 7.45510  0.28
H30 -4.20317 3.53060 7.08995  0.28
H31 -4.28269 5.95175 7.39661  0.29
C30 4.85789 4.03635 -3.13775  -0.50
C31 3.73109 4.94998 -3.53710  0.31
O8 2.60776 4.08369 -3.52004  -0.34
C32 2.88878 3.12358 -2.58753  0.54
O9 2.07357 2.39889 -2.12239  -0.42
O10 4.20166 3.11309 -2.26439  -0.26
F2 3.90038 5.42233 -4.79516  -0.29
H32 5.27911 3.49628 -3.98712  0.25
H33 5.65965 4.55940 -2.62195  0.27
H34 3.56031 5.78453 -2.85391  0.31
C33 -8.88936 -2.87830 -2.49777  0.17
C34 -9.79508 -1.78376 -2.99843  0.31
O11 -10.73145 -2.48756 -3.78567  -0.31
C35 -10.82253 -3.74308 -3.24362  0.60
O12 -11.69105 -4.50896 -3.47537  -0.49
O13 -9.78467 -3.98521 -2.39845  -0.37
F3 -9.12149 -0.90494 -3.79528  -0.24
H35 -8.09337 -3.11789 -3.20441  -0.04
H36 -8.44727 -2.64684 -1.53724  0.01
H37 -10.31667 -1.23354 -2.21298  0.24
C36 4.83609 -7.67431 2.60477  -0.39
C37 3.61591 -6.86133 2.26224  0.28
O14 3.92474 -6.36079 0.97584  -0.23
C38 4.75406 -7.28130 0.39434  0.60
O15 4.99755 -7.32490 -0.76166  -0.50
O16 5.25400 -8.14159 1.32031  -0.32
F4 3.46235 -5.81631 3.11372  -0.28
H38 5.62809 -7.06649 3.04699  0.30
H39 4.61452 -8.50487 3.27142  0.28
H40 2.68793 -7.43483 2.21843  0.24
C39 -0.85935 4.14349 -3.77760  0.11
C40 -1.26202 5.59304 -3.77747  0.36
O17 -2.55126 5.55802 -3.19501  -0.33
C41 -2.56393 4.47808 -2.35637  0.65
O18 -3.37598 4.29464 -1.51463  -0.49
O19 -1.52016 3.64795 -2.61077  -0.26
F5 -1.36354 6.08070 -5.03916  -0.29
H41 -1.22653 3.60919 -4.65589  0.26
H42 0.21735 4.00726 -3.70854  -0.24
H43 -0.61170 6.24307 -3.18796  0.30
C42 -6.79494 -1.56753 -5.51552  -0.23
C43 -5.85545 -2.62780 -5.00477  0.44
O20 -4.86028 -2.67445 -6.00731  -0.36
C44 -4.80888 -1.42175 -6.55595  0.53
O21 -3.92312 -1.02352 -7.23069  -0.49
O22 -5.90557 -0.69428 -6.21612  -0.33
F6 -6.46656 -3.84019 -4.93520  -0.30
H44 -7.53575 -1.96758 -6.21092  0.22
H45 -7.30712 -1.04605 -4.71937  0.25
H46 -5.39368 -2.39781 -4.04160  0.29
C45 9.67476 -0.81445 -4.60493  -0.45
C46 8.18682 -0.97347 -4.43838  0.32
O23 7.86977 0.03606 -3.49602  -0.17
C47 8.79204 1.02712 -3.67310  0.53
O24 8.67989 2.12758 -3.24937  -0.49
O25 9.84945 0.58981 -4.40402  -0.33
F7 7.87543 -2.18035 -3.91051  -0.27
H47 10.23758 -1.36379 -3.84839  0.28
H48 10.02217 -1.11550 -5.59073  0.28
H49 7.60970 -0.81498 -5.35177  0.26

Properties
E_LUMO, eV: -0.73
Total charge: 0
Maximum force, eV/Å: 2.66
2S+1: 1
Orbital gap, eV: 8.48
HOMO energy, eV: -9.20



[6]
The following is a quantum chemistry calculation of a 2-piece molecular cluster, C9H14 overall in a non-equilibrium geometry, from the OMol25 dataset.

Each line ends with the natural charge from an NBO analysis.
CARTESIAN COORDINATES (ANGSTROEM)
C1 -0.36253 -0.55270 -2.10224  -0.63
C2 -0.93344 2.96762 -0.77332  -0.20
C3 -0.15400 2.98330 0.35864  -0.23
C4 -0.95853 1.83260 -1.58107  -0.22
C5 -0.24608 0.69189 -1.26464  -0.01
C6 0.64834 1.87116 0.65756  -0.20
C7 0.67860 0.80808 -0.21509  -0.21
H1 -1.52672 3.82613 -1.04467  0.21
H2 0.02532 3.86375 0.95317  0.21
H3 -1.58782 1.82641 -2.46075  0.20
H4 1.34590 1.87371 1.48024  0.21
H5 -0.18292 -0.33380 -3.15227  0.22
H6 -1.39410 -0.90474 -2.02264  0.22
H7 1.34076 -0.02883 -0.03973  0.20
H8 0.21845 -1.34886 -1.64594  0.22
C8 1.12256 -4.32790 1.68633  -0.61
C9 0.00964 -3.70240 2.52979  -0.61
H9 1.39903 -3.65160 0.86915  0.20
H10 1.97057 -4.60646 2.29555  0.21
H11 0.74732 -5.21368 1.15876  0.20
H12 -0.04289 -4.16874 3.50945  0.20
H13 -0.96174 -3.86928 2.06963  0.20
H14 0.11834 -2.63786 2.76131  0.20

Properties
E_LUMO, eV: 0.95
Total charge: 0
Maximum force, eV/Å: 1.43
2S+1: 1
SMILES: Cc1ccccc1.CC
Relative energy (zero: lowest compared OMol25 entry of this formula, charge and spin), eV: 0.4001
Orbital gap, eV: 9.93
HOMO energy, eV: -8.99



Question: Among the records above, which one has the lowest maximum force?
Answer: C18H38N2O9